DFT (ωB97M-V/def2-TZVPD) results for a cluster of 2 separate species, C2H6Cl2NO2P in total at a distorted geometry.

Each line ends with the Mulliken charge.
Element x y z (Å)
C: 0.1086 -0.6750 -0.1158  -0.873
C: -0.6312 1.6604 -0.2686  -0.848
N: -0.6726 0.3927 0.4213  0.404
O: 1.3656 2.3012 2.6537  -0.497
O: -0.9821 0.3605 1.6649  -0.485
P: 0.6156 1.2170 3.2976  0.810
Cl: -0.5028 1.8298 4.8375  -0.202
Cl: 1.7189 -0.2827 4.1441  -0.225
H: -0.2054 -0.6289 -1.1754  0.322
H: 1.1294 -0.4562 -0.1360  0.360
H: -0.1703 -1.6951 0.2017  0.290
H: -0.8716 1.5984 -1.3662  0.283
H: -1.2694 2.4306 0.1835  0.299
H: 0.3726 2.0747 -0.2013  0.364

Results
Electronic energy: -42088.65482 eV
Max |F|: 3.244 eV/A
Frontier orbital gap (spin up / spin down): 7.600 / 8.005 eV
ΔE to the lowest compared entry with this formula, charge and spin: 1.1030 eV
Highest occupied orbital energy (spin up / spin down): -8.79 / -8.35 eV
M: 177.955 g mol⁻¹